The following is a quantum chemistry calculation of a cluster of 2 separate species, C3H8N2O in total at a distorted geometry, from OMol25.

```
14
Properties=species:S:1:pos:R:3:forces:R:3:nbo_charge:R:1
C -0.1568 1.3004 -0.0813 0.04 0.18 -0.02 -0.069
N 1.0904 1.1195 -0.1485 -0.26 0.01 0.10 -0.404
C 1.6791 1.0310 -1.4716 0.21 0.15 0.20 -0.445
H -0.6459 1.4109 0.8839 0.10 -0.08 0.07 0.174
H -0.8089 1.3631 -0.9535 -0.01 0.03 -0.18 0.155
H 0.9326 1.0953 -2.2740 0.18 -0.04 0.00 0.177
H 2.4214 1.8320 -1.5616 -0.23 -0.01 -0.10 0.211
H 2.2557 0.1098 -1.5331 -0.13 -0.15 -0.13 0.208
N -0.4098 -1.6899 1.1060 0.52 0.23 0.95 -0.830
C -1.7756 -1.6094 1.1159 -0.28 0.16 -0.56 0.525
O -2.4525 -1.2767 0.1706 0.19 0.22 0.07 -0.587
H 0.0058 -1.8503 2.0135 -0.20 -0.23 0.07 0.376
H 0.1147 -0.9415 0.6725 -0.22 -0.14 -0.70 0.406
H -2.2501 -1.8942 2.0611 0.06 -0.32 0.22 0.103
```
Forces are in eV/Å.

Calculated values
F_max = 1.11 eV/A
SMILES string = C=NC.NC=O
Energy above the lowest of the compared OMol25 structures with the same formula, charge and spin = 39.1 kcal per mole
DFT total energy = -8267.6309 eV
E_HOMO = -10.053 eV
Lowest unoccupied orbital energy = 0.037 Ha